[1]
DFT (ωB97M-V with the def2-TZVPD basis set) results for a molecular structure, C34H39AgF10N5PSi.

```
91
Properties=species:S:1:pos:R:3
Ag -0.484 -0.331 0.209
C 2.911 -0.280 -0.024
N 1.962 0.446 0.799
C 2.184 1.877 0.648
C 1.394 2.438 -0.537
N -0.017 2.451 -0.255
C -0.503 3.396 0.500
C -1.920 3.406 0.736
F -2.659 2.495 0.056
C -2.583 4.278 1.554
F -3.932 4.194 1.695
C -1.886 5.278 2.235
F -2.526 6.129 3.091
C -0.522 5.384 1.996
F 0.176 6.386 2.600
C 0.138 4.513 1.159
F 1.476 4.785 0.993
C 2.061 0.037 2.192
C 0.801 0.366 3.005
N -0.309 -0.478 2.645
C -0.700 -1.468 3.401
C -1.840 -2.233 2.968
F -2.377 -1.923 1.761
C -2.421 -3.247 3.681
F -3.531 -3.861 3.196
C -1.900 -3.657 4.910
F -2.462 -4.681 5.620
C -0.753 -3.013 5.352
F -0.164 -3.429 6.505
C -0.190 -1.966 4.654
F 0.944 -1.447 5.234
H 3.948 -0.188 0.357
H 2.887 0.124 -1.034
H 2.640 -1.332 -0.066
H 3.261 2.092 0.526
H 1.846 2.383 1.552
H 1.541 1.797 -1.409
H 1.786 3.433 -0.787
H 2.941 0.509 2.670
H 2.203 -1.045 2.221
H 0.499 1.393 2.780
H 1.071 0.321 4.067
C -1.318 -1.030 -5.368
Si 0.265 -0.100 -4.825
C 0.218 1.688 -5.534
C 1.730 -0.944 -5.741
C 0.474 -0.243 -2.958
H -1.232 -1.465 -6.362
H -2.203 -0.400 -5.361
H -1.486 -1.838 -4.663
H 0.072 1.686 -6.612
H 1.150 2.209 -5.334
H -0.580 2.275 -5.094
H 1.586 -0.972 -6.818
H 1.834 -1.966 -5.396
H 2.670 -0.434 -5.551
H 1.520 -0.202 -2.673
H -0.063 0.514 -2.390
C -3.236 -1.822 -1.604
P -2.771 -0.186 -0.910
C -3.041 0.849 -2.416
C -4.302 0.159 0.045
C -4.187 0.517 1.382
C -5.314 0.793 2.136
C -6.571 0.706 1.561
C -6.697 0.308 0.241
C -5.569 0.032 -0.511
H -4.023 -1.744 -2.354
H -3.557 -2.465 -0.787
H -2.325 -2.242 -2.041
H -4.083 0.841 -2.734
H -2.409 0.437 -3.198
H -2.736 1.869 -2.207
H -3.199 0.575 1.816
H -5.219 1.080 3.172
H -7.455 0.942 2.139
H -7.679 0.208 -0.207
H -5.676 -0.297 -1.536
N -0.532 -3.046 -2.416
C -0.199 -3.557 -1.258
C -0.250 -4.969 -0.989
C 0.210 -5.471 0.188
C 0.751 -4.589 1.131
C 0.692 -3.242 0.842
N 0.222 -2.702 -0.271
H -0.777 -3.780 -3.085
H 0.101 -1.226 -2.632
H -0.688 -5.611 -1.751
H 0.164 -6.535 0.398
H 1.159 -4.933 2.072
H 1.072 -2.541 1.573
```

As for the total energy: -91681.6485 eV. The calculation puts the energy above the lowest of the compared OMol25 structures with the same formula, charge and spin at 0.0 kJ/mol. As for the total charge: -2. The frontier orbital gap is 6.06 eV.

Atomic partial charges in e from the Löwdin method, atoms 1 to 6:
1 Ag 0.6409
2 C -0.1055
3 N -0.2427
4 C -0.2061
5 C -0.2500
6 N 0.0066

[2]
DFT (ωB97M-V with the def2-TZVPD basis set) results for a gas-phase ion, C22H33Cl2F4N3O4P (charge -1) in a non-equilibrium geometry.

```
69
Properties=species:S:1:pos:R:3
C 2.967 -0.759 4.636
C 3.204 -1.237 3.066
C 3.751 -2.815 3.184
C 1.842 -1.308 2.167
C 1.273 0.140 1.619
N 2.355 1.161 1.798
C 1.154 -0.166 -0.008
C 0.797 0.998 -1.073
C 1.781 2.303 -1.128
C 0.914 3.626 -0.651
Cl 2.217 2.631 -2.939
C -0.183 -1.128 -0.026
P -1.195 -1.374 -1.623
N -1.648 -2.950 -1.700
C -1.089 -0.593 1.274
C -2.623 -0.041 0.958
C -3.727 -1.277 0.784
C -4.567 -1.610 2.152
Cl -3.819 -3.051 3.117
N -0.164 0.416 1.990
C -0.566 0.822 3.381
F 0.525 1.223 4.292
F -1.429 2.053 3.222
C -1.489 -0.252 4.209
F -0.721 -1.463 4.677
F -1.886 0.454 5.485
H 3.156 0.396 4.693
H 1.895 -1.100 4.968
H 3.746 -1.339 5.305
H 4.108 -0.660 2.545
H 2.912 -3.523 3.592
H 4.731 -2.867 3.858
H 4.062 -3.202 2.109
H 2.070 -2.086 1.291
H 1.012 -1.835 2.829
H 3.235 0.921 1.267
H 2.544 1.443 2.777
H 2.192 -0.606 -0.321
H -0.307 1.392 -0.989
H 0.886 0.513 -2.162
H 2.813 2.182 -0.589
H 0.438 3.520 0.413
H 1.517 4.647 -0.767
H 0.018 3.717 -1.433
H 0.043 -2.262 0.276
H -0.353 -1.162 -2.800
H -2.332 -0.505 -1.774
H -2.703 -3.016 -1.726
H -1.309 -1.614 1.801
H -3.048 0.616 1.859
H -2.656 0.690 0.018
H -4.442 -1.080 -0.151
H -3.069 -2.222 0.470
H -4.536 -0.687 2.903
H -5.680 -1.885 1.852
H -0.359 1.306 1.440
H -2.495 -0.550 3.694
C -0.659 1.999 -7.827
C -1.233 0.787 -7.921
C -1.089 -0.051 -6.654
O -1.600 -1.163 -6.493
C -0.276 0.498 -5.536
C 0.309 1.705 -5.448
C 0.074 2.584 -6.673
O 0.457 3.754 -6.775
O 1.003 2.173 -4.493
O -1.859 0.291 -8.907
H -0.718 2.672 -8.675
H -0.172 -0.194 -4.709
```

As for the total energy: -81197.9628 eV. The calculation puts the energy above the lowest of the compared OMol25 structures with the same formula, charge and spin at 952.7 kJ/mol. As for the total charge: -1. The frontier orbital gap is 2.24 eV.

Atomic partial charges in e from the Löwdin method, atoms 1 to 6:
1 C -0.0974
2 C -0.3643
3 C -0.1267
4 C -0.1032
5 C -0.3502
6 N 0.0875

[3]
DFT (ωB97M-V with the def2-TZVPD basis set) results for 2 unconnected molecules or ions with the total composition C2H9N6 in a non-equilibrium geometry.

```
17
Properties=species:S:1:pos:R:3
C 1.958 0.719 0.003
C 1.636 -1.697 -0.115
N -0.232 -0.338 -0.090
N -0.948 0.645 -0.236
N 1.176 -0.304 -0.044
N -2.028 0.996 -0.259
N 1.517 1.959 0.145
N -3.488 -0.264 0.124
H 2.944 0.411 -0.166
H 1.768 -2.195 0.917
H 0.806 -2.191 -0.705
H 2.573 -1.848 -0.609
H 0.685 2.225 0.627
H 2.144 2.670 -0.197
H -3.000 -1.038 -0.204
H -4.114 0.371 -0.332
H -3.393 -0.122 1.141
```

As for the total energy: -11149.5299 eV. The calculation puts the energy above the lowest of the compared OMol25 structures with the same formula, charge and spin at 247.9 kJ/mol. As for the total charge: +1. The frontier orbital gap is 9.29 eV.

Atomic partial charges in e from the Löwdin method, atoms 1 to 6:
1 C -0.1120
2 C -0.0064
3 N 0.0495
4 N -0.1685
5 N -0.1298
6 N 0.1533

[4]
DFT (ωB97M-V with the def2-TZVPD basis set) results for a molecular structure, C24H44F6NiO12S4 in a non-equilibrium geometry.

```
91
Properties=species:S:1:pos:R:3
Ni -28.896 24.728 23.480
C -30.771 27.199 24.284
O -31.855 26.549 23.562
O -29.763 26.311 24.354
C -30.485 28.547 23.589
F -29.749 29.371 24.356
F -29.886 28.474 22.389
F -31.669 29.180 23.396
C -33.125 26.804 24.166
C -34.156 26.091 23.288
H -35.152 26.246 23.703
H -34.096 26.520 22.289
H -33.891 25.034 23.348
H -33.405 27.857 24.132
H -33.204 26.344 25.155
H -31.117 27.484 25.286
C -27.063 22.376 21.876
O -25.901 23.210 22.013
O -28.140 23.094 22.265
C -27.154 21.777 20.435
F -26.961 22.674 19.456
F -26.192 20.824 20.266
F -28.341 21.197 20.276
C -24.641 22.625 21.759
C -23.552 23.687 21.980
H -23.655 24.275 22.891
H -22.592 23.176 21.893
H -23.587 24.407 21.160
H -24.486 22.323 20.721
H -24.374 21.768 22.388
H -26.831 21.534 22.551
C -33.133 24.463 19.886
C -32.779 23.246 20.776
C -31.294 22.946 20.622
S -30.436 24.531 20.440
O -29.603 24.531 19.237
O -30.031 25.076 21.737
C -31.966 25.456 20.043
H -34.018 24.992 20.236
H -33.274 24.199 18.837
H -33.418 22.412 20.495
H -32.990 23.583 21.791
H -31.065 22.326 19.755
H -30.852 22.434 21.478
H -31.679 26.050 19.178
H -32.212 26.048 20.925
C -31.475 22.932 27.554
C -30.443 21.913 27.044
C -30.948 21.379 25.694
S -31.578 22.827 24.821
O -32.899 22.578 24.293
O -30.496 23.347 23.989
C -31.720 23.820 26.306
H -31.155 23.511 28.414
H -32.427 22.425 27.729
H -30.217 21.128 27.764
H -29.561 22.553 26.947
H -31.814 20.741 25.887
H -30.258 20.799 25.085
H -32.676 24.336 26.194
H -31.047 24.682 26.281
C -26.732 27.069 19.771
C -27.756 27.870 20.615
C -27.006 28.119 21.897
S -26.216 26.521 22.352
O -27.101 25.770 23.210
O -24.845 26.810 22.760
C -26.303 25.911 20.646
H -25.920 27.588 19.259
H -27.260 26.617 18.926
H -28.696 27.323 20.651
H -27.947 28.809 20.095
H -27.522 28.553 22.752
H -26.147 28.778 21.753
H -27.193 25.273 20.619
H -25.463 25.262 20.424
C -24.521 22.663 25.443
C -25.399 21.412 25.287
C -26.868 21.747 25.624
S -26.932 23.476 25.890
O -26.997 23.678 27.317
O -28.044 24.093 25.150
C -25.306 23.967 25.214
H -23.536 22.527 25.004
H -24.320 22.714 26.522
H -25.162 20.528 25.875
H -25.248 21.144 24.238
H -27.438 21.101 26.285
H -27.468 21.698 24.703
H -25.094 24.807 25.872
H -25.356 24.209 24.154
```

As for the total energy: -150859.1082 eV. The calculation puts the energy above the lowest of the compared OMol25 structures with the same formula, charge and spin at 92.4 kJ/mol. The frontier orbital gap (spin up / spin down) is 8.70 / 8.64 eV. Its spin multiplicity is 3.

Atomic partial charges in e from the Löwdin method, atoms 1 to 6:
1 Ni 0.6639
2 C -0.4077
3 O -0.1063
4 O -0.1822
5 C -0.5314
6 F 0.1391

[5]
DFT (ωB97M-V with the def2-TZVPD basis set) results for a single CH2N4O molecule in a non-equilibrium geometry.

```
8
Properties=species:S:1:pos:R:3
H 2.475 0.704 -0.097
N 1.943 -0.051 0.217
C 0.685 0.086 -0.119
N -0.170 1.207 -0.136
N -1.299 0.665 0.123
N -1.244 -0.546 0.020
O 0.070 -1.129 -0.166
H -1.760 -1.113 0.570
```

As for the total energy: -9072.7394 eV. The calculation puts the energy above the lowest of the compared OMol25 structures with the same formula, charge and spin at 343.4 kJ/mol. The frontier orbital gap is 9.64 eV.

Atomic partial charges in e from the Löwdin method, atoms 1 to 6:
1 H 0.0115
2 N 0.1433
3 C -0.4987
4 N 0.1060
5 N 0.0150
6 N 0.0104

[6]
DFT (ωB97M-V with the def2-TZVPD basis set) results for a single C4H7NO2S molecule in a non-equilibrium geometry.

```
15
Properties=species:S:1:pos:R:3
C -0.070 -0.889 0.870
C 0.516 0.059 -0.286
C -0.523 0.086 -1.305
S 1.818 -0.972 -0.933
O 3.038 -1.105 -0.212
O 0.939 -2.574 -1.563
C 2.301 -0.212 -2.499
N 2.593 0.564 -3.279
H -0.254 -1.786 0.440
H 0.695 -0.908 1.558
H -0.804 -0.265 1.244
H 0.956 0.997 0.019
H -0.457 0.683 -2.184
H -1.462 0.304 -0.973
H -0.703 -0.946 -1.729
```

As for the total energy: -20676.0256 eV. The calculation puts the energy above the lowest of the compared OMol25 structures with the same formula, charge and spin at 647.5 kJ/mol. The frontier orbital gap is 10.14 eV.

Atomic partial charges in e from the Löwdin method, atoms 1 to 6:
1 C -0.0193
2 C -0.4464
3 C -0.1403
4 S 0.9102
5 O -0.3125
6 O -0.4286

[7]
DFT (ωB97M-V with the def2-TZVPD basis set) results for 2 unconnected molecules or ions with the total composition CH2O3S in a non-equilibrium geometry.

```
7
Properties=species:S:1:pos:R:3
O 0.826 1.009 -0.266
C 0.421 0.260 -1.142
O 0.079 -0.985 -0.861
H 0.501 0.354 -2.238
H 0.064 -1.038 0.116
O -1.342 -0.422 2.078
S -0.548 0.823 2.313
```

As for the total energy: -18045.1375 eV. The calculation puts the energy above the lowest of the compared OMol25 structures with the same formula, charge and spin at 69.1 kJ/mol. The frontier orbital gap (spin up / spin down) is 7.79 / 7.72 eV.

Atomic partial charges in e from the Löwdin method, atoms 1 to 6:
1 O -0.0299
2 C -0.3779
3 O 0.0786
4 H 0.1482
5 H 0.0938
6 O -0.6845

[8]
DFT (ωB97M-V with the def2-TZVPD basis set) results for a single C5H9NO2S molecule in a non-equilibrium geometry.

```
18
Properties=species:S:1:pos:R:3
C -0.620 -0.597 -0.314
C 1.223 0.053 1.094
C 0.406 0.080 -1.287
C -0.267 0.815 -2.478
C -0.763 -1.036 2.148
N -0.067 -0.575 0.987
O -1.666 -1.093 -0.548
O 0.070 2.265 0.020
S 1.200 1.390 -0.239
H 1.407 0.311 2.132
H 2.077 -0.475 0.667
H 1.087 -0.803 -1.499
H -0.077 0.350 -3.506
H 0.156 1.830 -2.408
H -1.369 0.825 -2.147
H -0.506 -1.985 2.626
H -0.475 -0.266 2.946
H -1.816 -1.090 1.806
```

As for the total energy: -21749.7953 eV. The calculation puts the energy above the lowest of the compared OMol25 structures with the same formula, charge and spin at 180.0 kJ/mol. The frontier orbital gap is 9.68 eV.

Atomic partial charges in e from the Löwdin method, atoms 1 to 6:
1 C -0.4726
2 C -0.2736
3 C -0.3846
4 C -0.0896
5 C -0.0452
6 N -0.1778